(1)
{"formula": "C26H15Br2F5IrN4O2", "method": "ωB97M-V/def2-TZVPD", "species": ["Ir", "N", "C", "C", "C", "C", "C", "N", "C", "C", "C", "C", "C", "N", "H", "H", "H", "H", "H", "H", "H", "H", "H", "C", "C", "C", "C", "C", "C", "Br", "C", "C", "Br", "C", "O", "C", "N", "H", "H", "H", "H", "H", "H", "F", "C", "C", "F", "C", "F", "C", "O", "C", "F", "C", "F"], "coordinates": [[-0.209634, 0.020779, -0.050008], [-0.298895, -2.066705, -2.608149], [-0.566789, -2.691047, -1.399947], [-0.946440, -4.036986, -1.466414], [-1.193453, -4.729209, -0.309501], [-1.041995, -4.073997, 0.911606], [-0.678462, -2.755864, 0.900451], [-0.454153, -2.048888, -0.236036], [0.127559, -0.800908, -2.967190], [0.231835, -0.537445, -4.340511], [0.644346, 0.698420, -4.763650], [0.961135, 1.670779, -3.812708], [0.842237, 1.343489, -2.491368], [0.431554, 0.121844, -2.057623], [-0.482146, -2.657528, -3.402492], [-1.030736, -4.516066, -2.432523], [-1.490107, -5.768300, -0.349372], [-1.214066, -4.574612, 1.852262], [-0.561118, -2.217684, 1.826007], [-0.021960, -1.313605, -5.050046], [0.715325, 0.913101, -5.821182], [1.283206, 2.661307, -4.096473], [1.052052, 2.058067, -1.707740], [3.046599, -0.530038, -0.526750], [2.611948, -0.403978, 0.895678], [3.566779, -0.496442, 1.928734], [3.208166, -0.376675, 3.237667], [1.857656, -0.168231, 3.579226], [1.344954, -0.037733, 4.891242], [2.507685, -0.125225, 6.373791], [0.005385, 0.141435, 5.096934], [-0.892611, 0.193552, 4.017313], [-2.729549, 0.409434, 4.331257], [-0.445750, 0.083515, 2.719238], [-1.222837, 0.068689, 1.654765], [0.941469, -0.090541, 2.516928], [1.333454, -0.207307, 1.194569], [4.120189, -0.689951, -0.577859], [2.805139, 0.376416, -1.074903], [2.542830, -1.366122, -1.012867], [4.599866, -0.655740, 1.655844], [3.950733, -0.445799, 4.021041], [-0.380931, 0.236907, 6.102005], [-4.707405, 4.548164, -1.347553], [-3.589303, 3.926892, -0.984648], [-2.578612, 4.621296, -0.330155], [-2.739589, 5.912239, -0.071864], [-1.412967, 3.986236, 0.056710], [-0.463668, 4.682383, 0.679232], [-1.206484, 2.627128, -0.194024], [-0.081330, 2.016280, 0.157729], [-2.243458, 1.979038, -0.851788], [-2.071915, 0.622501, -1.136775], [-3.418221, 2.582754, -1.250470], [-4.357514, 1.879980, -1.877642]], "forces_ev_per_a": [[-0.4, -0.4, -0.7], [-0.1, 0.1, 0.1], [0.2, 0.0, -0.1], [0.0, 0.0, 0.0], [0.0, 0.0, 0.0], [0.0, 0.0, 0.0], [0.0, 0.0, 0.0], [-0.1, 0.1, 0.2], [0.1, -0.1, 0.0], [0.0, 0.0, 0.0], [0.0, 0.0, 0.0], [0.0, -0.1, 0.0], [0.1, 0.0, 0.0], [0.1, 0.4, 0.2], [0.0, 0.0, 0.0], [0.0, 0.0, 0.0], [0.0, 0.0, 0.0], [0.0, 0.0, 0.0], [0.0, 0.1, 0.0], [0.0, 0.0, 0.0], [0.0, 0.0, 0.0], [0.0, 0.0, 0.0], [0.0, 0.0, 0.0], [-0.1, 0.0, 0.0], [-0.1, 0.0, 0.1], [0.0, 0.0, 0.0], [0.0, 0.0, 0.1], [-0.1, 0.0, 0.0], [0.0, 0.0, 0.0], [0.0, 0.0, 0.0], [0.0, 0.0, 0.0], [0.0, 0.0, 0.0], [0.0, 0.0, 0.0], [0.1, 0.0, -0.1], [-0.2, 0.0, 0.2], [0.0, 0.0, 0.0], [0.4, -0.1, -0.1], [0.0, 0.0, 0.0], [0.0, 0.0, -0.1], [0.0, 0.0, 0.0], [0.0, 0.0, 0.0], [0.0, 0.0, 0.0], [0.0, 0.0, 0.0], [0.0, 0.0, 0.0], [0.0, 0.0, 0.0], [0.0, 0.0, 0.0], [0.0, 0.0, 0.0], [0.0, 0.1, 0.0], [0.0, 0.0, 0.0], [0.1, -0.1, 0.1], [0.0, 0.1, 0.0], [0.0, 0.1, -0.1], [0.1, -0.1, 0.2], [0.0, 0.0, 0.0], [0.0, 0.0, 0.0]], "total_charge": 1, "e_lumo_ev": -3.25}

***

(2)
{"formula": "C26H15Br2N4OPtS", "method": "ωB97M-V/def2-TZVPD", "species": ["Pt", "Br", "C", "C", "C", "C", "C", "C", "C", "C", "C", "C", "H", "H", "H", "H", "H", "H", "Br", "C", "C", "C", "C", "C", "C", "N", "N", "C", "C", "C", "C", "O", "C", "N", "C", "C", "C", "C", "H", "H", "H", "H", "H", "H", "H", "H", "H", "S", "C", "N"], "coordinates": [[0.828798, -1.821606, -2.795122], [3.161462, -1.570545, -3.404285], [3.248192, 0.299394, -3.014584], [4.450138, 0.935526, -3.039638], [4.469026, 2.327500, -2.803155], [3.300634, 3.000527, -2.592012], [2.052837, 2.327769, -2.565371], [0.838740, 3.017202, -2.345626], [-0.334364, 2.319519, -2.317935], [-0.358922, 0.918185, -2.481085], [0.784192, 0.178876, -2.692663], [2.010176, 0.921731, -2.755769], [5.362826, 0.395658, -3.250770], [5.417003, 2.849431, -2.797970], [3.309167, 4.073440, -2.442156], [0.860309, 4.090234, -2.198837], [-1.268509, 2.845498, -2.159900], [-1.313244, 0.411918, -2.425885], [1.056006, 3.637861, 3.583593], [-0.406656, 2.427274, 3.541665], [-0.986989, 2.094560, 2.326221], [-1.981352, 1.137739, 2.284721], [-2.408182, 0.490366, 3.456523], [-1.885268, 0.931663, 4.675515], [-0.871443, 1.873005, 4.721165], [-3.348481, -0.547458, 3.528489], [-3.742674, -1.188781, 2.502211], [-2.954815, -1.529219, 1.435685], [-3.655009, -1.794847, 0.257478], [-3.029352, -1.936122, -0.959303], [-1.629687, -1.875394, -1.093088], [-1.150459, -1.920263, -2.283916], [-0.858549, -1.780019, 0.150069], [0.478174, -1.859483, 0.059509], [1.207491, -1.852534, 1.143271], [0.650262, -1.791943, 2.427952], [-0.707629, -1.685218, 2.545915], [-1.517837, -1.642779, 1.393152], [-0.659670, 2.578484, 1.416028], [-2.440373, 0.888965, 1.338475], [-2.275628, 0.498002, 5.587108], [-0.446567, 2.179479, 5.667085], [-4.736615, -1.798627, 0.317713], [-3.599478, -2.081626, -1.866713], [2.282180, -1.916804, 1.003778], [1.285380, -1.835279, 3.302151], [-1.164677, -1.652016, 3.523631], [0.896766, -6.644973, -2.386201], [0.887696, -5.035367, -2.651299], [0.894990, -3.888911, -2.865818]], "forces_ev_per_a": [[-0.1, 0.2, 0.0], [-0.2, 0.0, 0.1], [0.0, 0.0, -0.1], [0.0, 0.0, 0.0], [0.0, 0.0, 0.0], [0.0, 0.0, 0.0], [0.0, 0.0, 0.0], [0.0, 0.0, 0.0], [0.0, 0.0, 0.0], [0.0, 0.0, 0.0], [0.0, -0.1, 0.1], [0.0, 0.0, 0.0], [0.0, 0.0, 0.0], [0.0, 0.0, 0.0], [0.0, 0.0, 0.0], [0.0, 0.0, 0.0], [0.0, 0.0, 0.0], [0.0, 0.0, 0.0], [-0.1, 0.0, 0.0], [0.0, -0.1, 0.0], [0.0, 0.2, 0.0], [-0.3, 0.0, 0.1], [1.0, -0.3, 0.0], [0.0, -0.2, -0.1], [0.0, 0.1, 0.0], [-1.3, 0.9, -0.6], [0.3, -0.9, 1.1], [0.3, 0.3, -0.7], [0.0, 0.2, 0.2], [0.1, -0.1, -0.2], [-0.3, 0.0, -0.1], [0.4, 0.0, 0.2], [-0.1, 0.0, -0.1], [0.1, -0.1, -0.2], [0.0, 0.0, 0.0], [0.0, 0.0, 0.0], [0.1, -0.1, 0.0], [-0.2, 0.1, 0.0], [0.0, 0.0, 0.0], [0.1, 0.0, -0.1], [0.0, -0.1, 0.0], [0.0, 0.0, 0.0], [0.0, 0.0, 0.0], [0.0, 0.0, 0.0], [0.0, 0.0, 0.0], [0.0, 0.0, 0.0], [0.0, 0.0, 0.0], [0.0, 0.0, 0.0], [0.1, 0.0, -0.1], [0.0, -0.1, 0.1]], "total_charge": -1, "e_lumo_ev": 1.68}

***

(3)
{"formula": "C26H16Cl3F5GeN8OSTi", "method": "ωB97M-V/def2-TZVPD", "species": ["Ti", "C", "N", "C", "N", "C", "N", "C", "C", "C", "C", "C", "C", "C", "N", "N", "C", "O", "C", "C", "C", "C", "C", "C", "N", "C", "N", "C", "N", "C", "H", "H", "H", "H", "H", "H", "H", "H", "H", "H", "H", "H", "H", "H", "H", "H", "F", "C", "C", "F", "C", "F", "C", "S", "C", "F", "C", "F", "Cl", "Ge", "Cl", "Cl"], "coordinates": [[-0.762117, 0.220578, 0.396166], [3.051495, -1.020046, -3.612352], [2.057121, -0.363605, -2.749040], [1.535364, -0.738973, -1.596156], [0.588684, 0.137521, -1.236612], [0.609382, 1.062408, -2.254208], [1.469975, 0.773828, -3.180768], [4.386636, -1.287678, -2.962476], [5.308480, -2.025063, -3.704891], [6.588670, -2.236308, -3.224276], [6.960968, -1.738615, -1.983441], [6.035648, -1.031044, -1.231437], [4.752928, -0.791377, -1.724830], [6.398815, -0.541467, 0.098731], [7.542246, -0.182730, 0.552693], [7.343074, 0.151006, 1.896636], [6.093541, -0.020663, 2.125700], [5.407967, -0.455342, 1.032662], [5.354785, 0.137572, 3.377280], [5.893853, 0.879809, 4.424885], [5.183639, 1.003392, 5.606906], [3.942729, 0.394146, 5.749325], [3.415062, -0.359081, 4.709007], [2.104676, -1.082963, 4.896507], [1.374281, -1.200805, 3.618875], [0.874509, -0.243519, 2.874164], [0.372026, -0.788586, 1.747287], [0.622384, -2.136030, 1.901158], [1.229595, -2.404826, 3.012812], [4.124419, -0.488481, 3.523378], [3.153995, -0.333456, -4.451208], [2.597981, -1.938938, -3.985680], [1.847593, -1.618901, -1.056999], [-0.023963, 1.932399, -2.284269], [5.029954, -2.421835, -4.673740], [7.298020, -2.798010, -3.815776], [7.954359, -1.904916, -1.590363], [4.077097, -0.187887, -1.132045], [6.858997, 1.351543, 4.300428], [5.594333, 1.581245, 6.423018], [3.395382, 0.500294, 6.678003], [1.451184, -0.571104, 5.601819], [2.231583, -2.112167, 5.229868], [0.880357, 0.805266, 3.126019], [0.330437, -2.889805, 1.187794], [3.746705, -1.099461, 2.712494], [-6.822478, 1.307379, -1.832793], [-5.733306, 0.645821, -1.513982], [-5.795426, -0.712737, -1.237620], [-6.948210, -1.341984, -1.300514], [-4.642154, -1.408688, -0.884393], [-4.721197, -2.696619, -0.607575], [-3.419548, -0.754969, -0.812914], [-1.942260, -1.588065, -0.333854], [-3.400911, 0.596894, -1.121361], [-2.166465, 1.226890, -1.047111], [-4.515350, 1.324273, -1.452550], [-4.439318, 2.620075, -1.706270], [0.231502, 2.385633, 0.718858], [-1.909937, 3.573537, 1.563116], [-1.176589, 3.936212, 3.531822], [-2.333906, 0.922256, 1.951926]], "forces_ev_per_a": [[0.1, -0.3, 0.1], [-0.1, 0.0, 0.0], [-0.1, 0.0, 0.0], [0.0, -0.2, 0.0], [0.2, 0.2, 0.1], [-0.1, 0.0, 0.0], [0.1, 0.1, 0.0], [0.1, 0.0, 0.0], [0.0, 0.0, 0.0], [0.0, 0.0, 0.0], [0.0, 0.0, 0.0], [0.0, 0.0, 0.1], [0.0, 0.0, 0.0], [-0.2, 0.0, -0.1], [0.0, 0.0, 0.3], [0.0, 0.0, -0.3], [-0.1, 0.0, 0.1], [0.2, 0.0, 0.0], [0.1, 0.0, 0.0], [0.0, 0.0, 0.0], [0.0, 0.0, 0.0], [0.0, 0.0, 0.0], [0.0, 0.0, 0.0], [-0.1, 0.0, -0.1], [0.0, 0.0, 0.0], [0.1, 0.1, 0.0], [0.0, 0.1, 0.0], [-0.1, -0.1, -0.1], [0.0, 0.0, 0.0], [0.0, 0.0, 0.1], [0.0, 0.0, 0.0], [0.1, 0.0, 0.0], [0.0, 0.0, 0.0], [0.0, 0.0, 0.0], [0.0, 0.0, 0.0], [0.0, 0.0, 0.0], [0.0, 0.0, 0.0], [0.0, 0.0, 0.0], [0.0, 0.0, 0.0], [0.0, 0.0, 0.0], [0.0, 0.0, 0.0], [0.0, 0.0, 0.0], [0.0, 0.0, 0.0], [0.0, 0.0, 0.0], [0.0, 0.0, 0.0], [0.0, 0.0, 0.0], [0.0, 0.0, 0.0], [0.0, 0.1, 0.0], [0.1, -0.1, 0.0], [0.0, 0.0, 0.0], [-0.1, 0.1, 0.0], [0.0, 0.0, 0.0], [0.0, 0.1, 0.0], [0.0, 0.3, 0.1], [0.0, -0.3, 0.1], [0.0, 0.1, 0.1], [0.0, -0.1, -0.1], [0.0, 0.0, 0.0], [-0.2, 0.1, -0.1], [0.1, -0.1, 0.2], [0.0, -0.1, -0.1], [0.0, 0.1, -0.1]], "total_charge": 2, "e_lumo_ev": -8.61}

***

(4)
{"formula": "C26H16F10N6S3V", "method": "ωB97M-V/def2-TZVPD", "species": ["V", "C", "N", "C", "C", "N", "C", "C", "F", "C", "F", "C", "F", "C", "F", "C", "F", "C", "C", "N", "C", "C", "F", "C", "F", "C", "F", "C", "F", "C", "F", "H", "H", "H", "H", "H", "H", "H", "H", "H", "H", "H", "S", "C", "S", "C", "N", "N", "C", "C", "C", "C", "C", "C", "S", "H", "H", "H", "H", "H", "N", "C"], "coordinates": [[1.257814, 0.062771, -0.049970], [3.655694, -1.468012, -1.496963], [3.454409, -0.486904, -0.426606], [4.118308, 0.783096, -0.793817], [3.348627, 2.021884, -0.363256], [2.004555, 1.912143, -0.904492], [1.330599, 3.062017, -1.123507], [1.579463, 4.335745, -0.575742], [2.526405, 4.504460, 0.385743], [0.842569, 5.465641, -0.892367], [1.151687, 6.642130, -0.312617], [-0.217543, 5.389805, -1.768514], [-0.931717, 6.487581, -2.102830], [-0.527392, 4.146455, -2.306260], [-1.547971, 4.050905, -3.175581], [0.215712, 3.030239, -1.994061], [-0.135665, 1.876864, -2.565802], [3.921180, -1.052117, 0.859958], [3.035043, -0.693100, 2.043146], [1.680632, -1.110838, 1.723541], [0.854204, -1.438533, 2.733570], [-0.334022, -2.142374, 2.416693], [-0.567312, -2.480227, 1.145101], [-1.265851, -2.522859, 3.353870], [-2.349912, -3.217133, 2.973233], [-1.088966, -2.229675, 4.700532], [-1.992007, -2.628074, 5.622350], [0.043335, -1.530879, 5.058703], [0.241649, -1.192586, 6.348157], [0.972137, -1.142497, 4.107189], [1.981648, -0.353679, 4.566980], [4.728030, -1.683196, -1.634589], [3.227910, -1.087257, -2.421782], [3.119523, -2.382258, -1.252345], [4.175601, 0.802172, -1.883274], [5.144746, 0.790859, -0.396547], [3.892096, 2.895353, -0.750999], [3.391845, 2.126073, 0.733370], [4.965644, -0.753048, 1.038011], [3.890653, -2.137755, 0.755709], [3.128135, 0.384781, 2.262917], [3.443679, -1.194930, 2.928662], [-6.080325, -0.523859, 1.263028], [-4.480096, -0.147053, 0.873583], [-3.499245, 0.794609, 1.938161], [-2.141651, 0.666055, 0.859526], [-2.402956, -0.038981, -0.197055], [-3.722327, -0.480756, -0.181462], [-4.070529, -1.309200, -1.298313], [-3.044874, -1.993283, -1.940055], [-3.345398, -2.781018, -3.037359], [-4.652257, -2.892039, -3.495361], [-5.660698, -2.190810, -2.853196], [-5.379516, -1.389653, -1.754405], [-0.618842, 1.358848, 1.273838], [-2.018942, -1.890064, -1.622893], [-2.527870, -3.291099, -3.530791], [-4.880824, -3.511357, -4.354851], [-6.682762, -2.252423, -3.209044], [-6.157691, -0.838481, -1.252900], [0.385157, -1.919213, -2.469343], [0.616480, -1.213262, -1.576601]], "forces_ev_per_a": [[0.0, 0.2, 0.2], [-0.1, 0.0, 0.0], [-0.1, 0.1, 0.1], [0.0, -0.1, 0.0], [0.1, 0.0, 0.1], [0.2, 0.1, 0.3], [0.0, -0.3, 0.0], [0.0, 0.1, 0.0], [0.0, 0.0, 0.0], [0.0, -0.1, -0.1], [0.0, 0.1, 0.0], [0.0, -0.1, 0.0], [0.0, 0.0, 0.0], [0.1, 0.0, 0.0], [0.0, 0.0, 0.0], [-0.3, 0.3, -0.1], [0.1, -0.1, 0.0], [0.1, 0.0, -0.1], [0.0, 0.1, 0.1], [0.3, 0.1, 0.0], [-0.1, 0.1, -0.2], [-0.2, -0.1, 0.2], [0.0, 0.0, -0.1], [0.0, 0.0, 0.0], [0.0, 0.0, 0.0], [0.1, 0.0, -0.1], [0.0, 0.0, 0.0], [-0.1, -0.1, -0.1], [0.0, 0.0, 0.1], [0.0, 0.0, 0.1], [0.1, 0.0, -0.1], [0.0, 0.0, 0.0], [0.0, 0.0, 0.0], [0.0, 0.0, 0.0], [0.0, 0.0, 0.0], [0.0, 0.1, 0.0], [0.0, -0.1, 0.0], [0.0, 0.0, 0.0], [0.0, 0.0, 0.0], [0.0, 0.0, 0.1], [0.0, 0.0, 0.0], [0.0, -0.1, 0.0], [0.2, 0.0, -0.1], [-0.4, -0.1, 0.2], [-0.2, 0.1, 0.2], [0.6, -0.3, -0.2], [-0.2, 0.2, 0.2], [0.2, -0.1, -0.2], [0.0, 0.2, 0.2], [0.0, 0.0, -0.1], [0.0, 0.0, 0.0], [0.1, 0.0, 0.0], [-0.1, 0.0, 0.0], [0.0, -0.1, -0.1], [-0.2, 0.0, -0.2], [0.1, 0.0, 0.1], [0.0, 0.0, 0.0], [0.0, 0.0, 0.0], [0.0, 0.0, 0.0], [0.0, 0.0, 0.0], [-0.1, -0.2, -0.1], [-0.2, -0.1, -0.3]], "total_charge": -2, "s2": 3.761, "e_lumo_ev": [4.41, 4.41], "multiplicity": 4}

***

no.,E_tot (hartree),maximum force (eV/A)
1,-7120.82884,0.93
2,-6959.64592,1.64
3,-6717.77119,0.35
4,-4466.19140,0.71